1.
The following is a DFT calculation (ωB97M-V/def2-TZVPD) of a single C4H6N2O molecule in a non-equilibrium geometry.

Structure (XYZ):
```
13
C4H6N2O | the OMol25 dataset | ωB97M-V/def2-TZVPD
O 0.05 -0.38 1.43
N -1.48 0.16 -0.25
N -0.22 0.36 -1.98
C 0.67 -0.05 -0.94
C 1.43 -0.54 1.71
C -0.18 -0.12 0.13
C -1.50 0.51 -1.54
H 1.49 -0.81 2.76
H 1.87 -1.33 1.08
H 1.98 0.39 1.52
H 0.51 1.03 -2.22
H -2.40 0.77 -2.08
H -2.29 0.04 0.35
```

Calculated values
Net charge = 0
Spin multiplicity = 1
LUMO = 0.7 eV

These are the Löwdin partial charges, in e, on atoms 1 to 2: O -0.0928; N 0.1393

2.
The following is a DFT calculation (ωB97M-V/def2-TZVPD) of a single C4H6N2O molecule in a non-equilibrium geometry.

Structure (XYZ):
```
13
C4H6N2O | the OMol25 dataset | ωB97M-V/def2-TZVPD
O -2.36 -0.62 0.15
N 0.70 1.28 0.01
N -1.10 -0.09 -0.02
C 1.13 -0.03 -0.09
C -0.63 1.22 0.03
C 0.00 -0.84 -0.05
C 2.44 -0.56 0.02
H 2.38 -1.58 0.09
H 3.03 -0.08 -0.74
H -2.86 -0.52 -0.67
H -1.25 2.16 -0.04
H -0.23 -1.82 -0.18
H 2.97 -0.28 0.97
```

Calculated values
SMILES = Cc1cn(O)cn1
Net charge = 0
Spin multiplicity = 1
LUMO = 0.6 eV

These are the Löwdin partial charges, in e, on atoms 1 to 2: O 0.0618; N 0.0973

Summary of energy above the lowest of the compared OMol25 structures with the same formula, charge and spin in kcal per mole
95.8, 73.7
(order as listed above)